C4H6As2F14MnO3Pt | ωB97M-V/def2-TZVPD

```
31
Properties=species:S:1:pos:R:3:lowdin_spin:R:1
F -0.984 -1.283 1.627 0.157
C 2.911 -1.746 -1.398 0.000
F -3.239 0.359 1.710 0.083
H 3.201 0.343 -1.728 0.000
H 2.190 -0.394 -2.979 0.000
H 4.707 -2.875 -1.099 0.000
C 3.037 -0.559 -2.315 0.000
C 4.188 -2.050 -0.614 0.000
O 1.886 -1.758 1.875 0.037
F -2.752 2.035 -2.179 0.006
F -0.388 2.581 -2.393 0.000
Pt -2.839 -1.462 0.645 1.693
As -4.220 1.796 2.282 0.004
F -5.641 0.789 2.206 0.001
F -2.785 2.723 2.343 0.007
F -5.122 3.168 2.797 0.000
As -1.295 1.298 -1.675 0.005
F 0.488 1.028 2.567 0.135
C 2.499 -1.779 0.833 0.006
F -1.265 0.272 -3.067 0.003
F 0.166 0.570 -1.093 0.001
H 2.553 -2.693 -1.804 0.000
H 3.867 -0.646 -3.023 0.000
Mn 0.325 -0.813 3.123 4.762
F -4.526 2.295 0.654 0.002
F -1.310 2.219 -0.210 0.004
F -4.013 1.317 3.942 0.004
O 3.777 -2.182 0.736 0.002
O 2.004 -1.408 -0.316 0.002
H 4.848 -1.183 -0.705 0.000
F -2.268 0.037 -0.740 0.084
```

Calculated values
- Kohn-Sham gap (alpha / beta) (eV) = 7.6 / 7.4
- 2S+1 = 8

C4H6O2 | ωB97M-V/def2-TZVPD

```
12
Properties=species:S:1:pos:R:3:lowdin_charge:R:1
C -0.231 -0.949 -0.147 -0.045
H -0.036 -1.830 -0.743 0.110
H -1.605 1.432 -0.318 0.135
H -1.261 -0.836 0.195 0.117
O 0.356 0.181 2.006 0.003
C -0.775 1.218 -1.020 -0.252
H 1.758 -0.660 0.692 0.150
O -0.869 1.471 -2.201 0.043
C 0.737 -0.272 0.749 -0.343
C 0.371 0.405 -0.541 -0.165
H 1.186 0.436 -1.257 0.142
H 0.368 -0.595 2.584 0.106
```

Calculated values
- structure (SMILES) = O=C[C@@H]1C[C@@H]1O
- Kohn-Sham gap (eV) = 10.5

C28H39N7O3PSr | ωB97M-V/def2-TZVPD

```
79
Properties=species:S:1:pos:R:3:lowdin_charge:R:1
H 5.429 0.985 -0.656 0.085
C 2.059 -0.199 -1.818 -0.299
H 3.992 -0.885 -3.981 0.079
H -1.457 4.866 -2.006 0.086
H -1.448 5.418 -3.694 0.078
H -0.905 -4.278 2.080 0.116
H -3.667 1.151 3.591 0.103
N -3.058 -0.186 2.016 -0.056
H 0.822 1.335 -2.391 0.063
H -3.590 -5.277 6.468 0.092
H 2.027 2.070 -0.498 0.122
H -1.547 -4.686 -2.852 0.069
C 0.790 1.469 3.207 -0.168
H -0.875 -2.062 -2.776 0.081
C -1.234 2.219 -2.516 -0.211
H -0.026 4.616 -3.004 0.070
C -1.298 -4.105 -1.977 -0.138
H -2.312 -1.466 4.948 0.094
O -1.471 0.682 4.652 -0.069
H 1.010 2.443 3.656 0.117
H -1.495 -5.522 -0.266 0.085
H 2.183 2.253 -4.151 0.126
C -3.091 -3.313 5.751 -0.086
C -0.894 -3.422 0.112 -0.369
H 1.540 -0.173 -0.871 0.025
H -1.529 1.979 -5.203 0.084
C -0.156 -2.284 3.587 -0.165
H 2.127 3.186 -1.902 0.136
H -3.012 1.912 2.117 0.099
C 1.887 1.218 2.159 -0.655
H 0.879 -2.616 3.717 0.125
C 4.366 -0.143 -3.271 -0.347
H -3.617 2.367 -3.793 0.084
C -0.737 -3.342 1.537 -0.124
C -2.195 -2.545 5.021 -0.026
C -1.161 2.951 -4.872 -0.065
O 1.527 0.639 1.067 -0.285
C -2.890 -4.680 5.896 -0.111
C -1.086 -3.139 4.416 -0.213
H -4.028 -0.442 1.878 0.073
H 1.566 -0.921 -2.471 0.094
Sr -0.708 -0.094 0.649 1.358
H -1.600 -6.335 5.447 0.094
C -3.204 3.325 -3.479 -0.066
N -0.555 1.441 2.651 -0.092
H -3.546 4.101 -4.171 0.077
H 5.508 2.148 -2.756 0.125
C -1.670 3.268 -3.459 -0.649
N 3.885 2.156 -1.454 -0.137
H 3.936 0.982 0.290 0.064
C 2.478 1.281 -3.750 -0.143
C -1.272 -4.536 -0.646 -0.092
H -2.664 -0.949 2.566 0.044
H -0.216 -1.263 3.962 0.083
C -0.884 1.381 -1.688 -0.095
C -1.776 -5.273 5.322 -0.099
H -3.588 3.549 -2.484 0.084
C 4.422 2.231 -2.799 -0.190
C -0.879 -4.505 4.592 -0.067
H 0.921 0.737 4.013 0.109
C 2.455 2.232 -1.486 -0.109
C -0.941 -2.751 -1.943 -0.231
H -3.944 -2.839 6.221 0.098
O 3.043 1.567 2.407 -0.017
H -0.069 2.927 -4.892 0.060
H 2.060 0.490 -4.374 0.140
C -2.918 1.067 2.800 -0.201
H -1.496 3.714 -5.580 0.079
N 3.912 1.192 -3.699 -0.153
C 4.339 0.959 -0.727 -0.313
N -0.444 -2.251 2.141 -0.052
N 1.873 1.165 -2.394 -0.100
C -1.529 1.078 3.462 -0.630
H 0.001 -4.970 4.162 0.110
P 3.837 -0.632 -1.547 1.042
H 4.160 3.204 -3.226 0.127
H 5.456 -0.166 -3.332 0.078
C -1.118 4.628 -3.014 -0.063
N -0.689 -2.330 -0.692 -0.071
```

Calculated values
- Kohn-Sham gap (eV) = 6.8
- total charge = -1

C5H8N | ωB97M-V/def2-TZVPD

```
14
Properties=species:S:1:pos:R:3:lowdin_charge:R:1
H 0.773 -1.313 -1.546 0.087
H 1.632 -1.783 -0.143 0.147
C 0.934 -1.059 -0.581 -0.095
C 0.936 1.390 -0.192 0.094
H 1.255 2.374 -0.173 0.082
N -1.219 0.041 0.027 -0.017
H -1.161 2.238 0.278 0.137
C -0.495 -1.153 0.301 -0.053
H -1.006 -2.155 -0.006 0.185
H -0.511 1.137 1.616 0.132
H -0.146 -1.242 1.252 0.091
C 1.365 0.253 -0.513 0.025
H -1.519 0.034 -0.899 0.138
C -0.839 1.238 0.580 0.048
```

Calculated values
- Kohn-Sham gap (eV) = 9.4
- total charge = +1

C5H10OS | ωB97M-V/def2-TZVPD

```
17
Properties=species:S:1:pos:R:3:lowdin_spin:R:1
C 0.599 1.108 2.219 0.162
H 2.456 -1.357 0.198 0.001
C 0.235 0.388 1.230 0.255
O -2.891 1.610 -0.112 0.290
H -4.285 0.044 0.701 0.098
H 0.210 2.040 2.415 0.027
H 2.519 0.296 -0.307 0.001
C 2.239 -0.670 -0.663 0.013
C -0.038 -0.465 0.310 0.274
C 0.751 -0.657 -0.906 0.053
H 2.845 -1.027 -1.545 0.002
H 0.536 -0.007 -1.737 0.019
H 0.512 -1.508 -1.506 0.007
H -1.051 -0.824 0.321 0.048
S -2.905 0.466 0.756 0.568
H -3.357 0.952 2.021 0.153
H 1.272 0.718 3.033 0.029
```

Calculated values
- Kohn-Sham gap (alpha / beta) (eV) = 4.6 / 4.3
- 2S+1 = 3

C17H24ClN2O2P2Pt | ωB97M-V/def2-TZVPD

```
49
Properties=species:S:1:pos:R:3:lowdin_charge:R:1
H -2.928 3.051 -0.373 0.054
H 3.202 1.293 0.880 0.053
H 1.219 4.062 5.819 0.110
H 1.511 0.501 -3.413 0.046
C 3.411 0.884 -0.107 -0.209
H -1.469 0.928 6.929 0.110
H 1.358 3.125 3.516 0.118
H 0.209 6.303 -1.629 0.116
H 2.631 5.776 -1.671 0.116
C -0.124 2.535 6.492 -0.661
C 0.117 0.935 2.568 -0.613
Cl -0.212 3.180 8.095 0.695
C 1.903 4.984 -1.551 -0.047
O 0.699 1.602 1.651 -0.128
N 1.022 -2.837 0.760 -0.058
Pt 0.192 -0.038 0.067 0.847
H 2.750 -0.591 -2.764 0.060
H -1.081 1.108 -3.363 0.044
C 0.746 2.646 4.269 -0.009
N -0.266 -2.317 0.328 -0.169
C -0.761 0.876 4.897 -0.008
H -2.274 2.357 -2.941 0.061
H 3.392 3.453 -1.443 0.108
C 1.400 2.649 -1.242 -0.370
H 3.153 1.113 -3.101 0.063
P 1.899 0.910 -1.078 0.737
H 0.941 -3.835 0.942 0.077
H -3.203 1.381 0.156 0.060
C -1.849 1.396 -2.646 -0.221
H -1.440 4.504 -1.351 0.108
H 3.753 -0.146 -0.010 0.061
C -0.383 4.260 -1.365 -0.062
C 0.672 3.169 5.548 -0.089
H 4.185 1.468 -0.605 0.057
P -1.118 1.562 -0.999 0.755
H -0.946 -2.411 1.079 0.079
C 0.545 5.280 -1.526 -0.046
H -1.311 -0.016 4.629 0.118
H -2.051 2.401 1.039 0.054
C 0.042 2.945 -1.211 -0.374
C 2.329 3.670 -1.417 -0.063
C -0.847 1.395 6.178 -0.088
C -2.454 2.166 0.054 -0.216
H -2.632 0.637 -2.643 0.056
H 1.219 -2.389 1.650 0.061
O -0.401 -0.195 2.312 -0.120
C 2.374 0.432 -2.751 -0.212
H -0.576 -2.870 -0.460 0.086
C 0.036 1.496 3.939 -0.149
```

Calculated values
- Kohn-Sham gap (alpha / beta) (eV) = 6.8 / 6.6
- total charge = +1